Computed, not measured: a cluster of 2 separate species, C16H17N2O6 in total, with ωB97M-V/def2-TZVPD.

ORCA input file:
```
! RIJCOSX wB97M-V def2-TZVPD def2/J DEFGRID3
* xyz -1 1
C 3.1497 -0.4477 2.0276
C 3.0632 0.9846 1.3803
C 4.0810 1.4083 0.3447
C 3.9276 2.7592 -0.2584
C 2.8385 3.7199 0.0920
C 1.8427 3.2960 1.1133
C 1.9585 1.9418 1.7428
C 0.8475 1.5335 2.7819
C -0.3345 0.8714 1.9524
C -0.1360 0.2891 0.6176
C -1.2932 -0.3519 -0.1827
C -0.9916 -0.9183 -1.5868
O -0.8100 -2.0950 -1.8461
O -0.8699 0.0123 -2.6670
C -2.6557 -0.3528 0.4919
C -2.7879 0.2405 1.8321
N -1.6669 0.8319 2.5331
O -1.9208 1.3172 3.7793
N -1.9203 2.7261 3.7854
O -2.8770 3.1813 3.2490
H 2.3362 -0.6419 2.7776
H 4.1519 -0.6620 2.4965
H 3.0296 -1.2058 1.1862
H 4.9176 0.7211 0.0478
H 4.6550 3.1066 -1.0507
H 2.7093 4.7268 -0.3888
H 0.9763 3.9425 1.4348
H 1.1986 0.8158 3.5758
H 0.5252 2.4866 3.2996
H 0.8677 0.2588 0.1102
H 0.0550 0.3289 -2.6889
H -3.5127 -0.8102 -0.0630
H -3.8136 0.2153 2.2918
O -3.7543 -3.0298 -3.6602
C -2.6003 -3.4948 -4.0125
C -2.7839 -5.0651 -4.5402
O -1.6306 -5.5333 -4.8860
H -1.8165 -3.5417 -3.2374
H -2.0752 -2.9728 -4.8332
H -3.5642 -5.0116 -5.3212
H -3.3158 -5.5810 -3.7205
*
```

**Max |F|**: 4.59 eV/A
**ΔE to the lowest compared entry with this formula, charge and spin**: 109.01 kcal per mole
**E_tot**: -32119.265 eV
**Gap between HOMO and LUMO**: 2.127 eV
**Highest occupied orbital energy**: -1.80 eV